No. 1
{"formula": "C5H6O", "method": "wB97M-V/def2-TZVPD", "symbols": ["O", "C", "C", "C", "C", "C", "H", "H", "H", "H", "H", "H"], "xyz": [[-2.69, 0.83, -0.50], [0.26, -0.09, -0.92], [-0.93, -0.82, -0.33], [2.20, 0.42, 0.74], [1.29, 0.17, -0.15], [-1.83, 0.30, 0.16], [3.11, -0.18, 0.85], [-1.46, -1.46, -1.05], [0.15, 0.34, -1.91], [2.07, 1.25, 1.42], [-1.56, 0.67, 1.17], [-0.60, -1.41, 0.52]], "homo_ev": -9.53, "smiles": "C=C=CCC=O", "orbital_gap_ev": 10.39}

***

No. 2
{"formula": "C24H32N2O7S2", "method": "wB97M-V/def2-TZVPD", "symbols": ["S", "S", "O", "O", "O", "O", "O", "O", "O", "N", "N", "C", "C", "C", "C", "C", "C", "C", "C", "C", "C", "C", "C", "C", "C", "C", "C", "C", "C", "C", "C", "C", "C", "C", "C", "H", "H", "H", "H", "H", "H", "H", "H", "H", "H", "H", "H", "H", "H", "H", "H", "H", "H", "H", "H", "H", "H", "H", "H", "H", "H", "H", "H", "H", "H", "H", "H"], "xyz": [[0.58, -2.18, 2.76], [0.62, 4.15, 3.12], [0.10, 4.51, 4.41], [-1.39, -1.00, -2.33], [1.99, 0.59, -0.43], [-2.47, 4.85, 0.01], [-1.36, -0.51, 0.52], [1.88, 4.68, 2.70], [1.51, -3.36, -3.68], [-0.52, 4.62, 2.00], [2.56, -1.34, 0.59], [-1.37, -3.37, -1.84], [-1.15, 5.28, -0.23], [1.33, 1.75, 1.97], [-1.37, -2.04, -1.44], [-1.21, -1.28, -3.70], [1.98, -0.13, 0.56], [-0.08, 1.60, 3.91], [0.62, -0.39, 2.75], [-0.15, 4.49, 0.61], [-1.32, -4.41, -0.92], [0.65, 2.36, 3.01], [-1.34, -1.75, -0.06], [-1.41, 0.67, -0.25], [-1.29, -2.80, 0.86], [2.58, -3.01, -2.83], [-0.08, 0.23, 3.79], [-1.87, 4.20, 2.27], [1.33, 0.37, 1.82], [2.02, -2.42, -1.55], [-1.28, -4.12, 0.43], [-2.81, 5.00, 1.37], [-1.19, -2.50, 2.31], [1.93, -3.95, -4.89], [3.11, -1.91, -0.62], [1.03, -4.18, -5.46], [-0.61, 2.10, 4.71], [1.89, 2.35, 1.27], [1.41, -3.18, -1.04], [2.36, -1.96, 1.36], [-1.06, 6.35, 0.01], [-0.17, 3.43, 0.28], [3.68, -1.12, -1.12], [-0.30, -1.88, -3.86], [-0.48, 0.82, -0.82], [-3.84, 4.65, 1.47], [-1.10, -0.31, -4.17], [-1.23, -4.92, 1.15], [1.37, -1.59, -1.81], [2.49, -4.87, -4.70], [-0.97, 5.13, -1.30], [3.19, -3.91, -2.61], [3.23, -2.28, -3.34], [-2.08, -1.80, -4.12], [2.57, -3.26, -5.46], [-1.75, -1.61, 2.59], [-1.32, -5.43, -1.27], [-1.52, 1.48, 0.48], [-1.49, -3.35, 2.92], [-2.26, 0.68, -0.93], [-1.38, -3.61, -2.89], [-2.07, 4.40, 3.32], [-0.61, -0.38, 4.50], [-2.76, 6.06, 1.65], [0.86, 4.88, 0.50], [3.79, -2.72, -0.33], [-2.00, 3.12, 2.06]], "homo_ev": -8.16, "smiles": "COCCCNC(=O)c1cc(S(=O)(=O)N2CCOCC2)ccc1SCc1cccc(OC)c1OC", "orbital_gap_ev": 8.36}

***

No. 3
{"formula": "C34H41ClHfN4O3PS2Se", "method": "wB97M-V/def2-TZVPD", "symbols": ["Hf", "Se", "Cl", "S", "S", "P", "O", "O", "O", "N", "N", "N", "N", "C", "C", "C", "C", "C", "C", "C", "C", "C", "C", "C", "C", "C", "C", "C", "C", "C", "C", "C", "C", "C", "C", "C", "C", "C", "C", "C", "C", "C", "C", "C", "C", "C", "C", "H", "H", "H", "H", "H", "H", "H", "H", "H", "H", "H", "H", "H", "H", "H", "H", "H", "H", "H", "H", "H", "H", "H", "H", "H", "H", "H", "H", "H", "H", "H", "H", "H", "H", "H", "H", "H", "H", "H", "H", "H"], "xyz": [[-0.55, -1.06, 0.52], [-0.07, -1.21, -2.18], [-3.34, -0.08, 0.16], [0.36, -3.47, 0.94], [-2.12, -2.50, 3.05], [-0.71, 1.78, 0.26], [-1.92, -2.35, -0.27], [-1.40, -1.26, 2.42], [1.43, -0.62, 1.05], [3.29, -0.66, 2.29], [1.16, -1.09, -4.68], [-1.75, -3.64, -0.63], [2.50, -0.20, -3.24], [-2.59, 3.82, 0.68], [3.25, -2.06, 0.32], [3.13, -0.15, -4.47], [-3.52, 1.65, 0.44], [0.18, 2.68, 1.56], [2.29, -0.70, -5.37], [1.11, 2.68, -1.68], [2.75, 0.37, 3.17], [-0.84, 2.91, -3.64], [-4.81, 2.13, 0.59], [-3.85, -2.09, 3.01], [-0.72, -4.32, -0.09], [1.20, 4.07, 3.75], [1.30, -0.78, -3.38], [0.02, 2.18, 2.85], [1.45, 3.09, -2.95], [-0.61, -5.67, -0.44], [-2.39, 2.45, 0.48], [-4.97, 3.50, 0.78], [-1.20, 2.51, -2.36], [0.52, 2.87, 3.94], [4.63, -1.19, 2.60], [0.84, 3.89, 1.38], [2.62, -1.10, 1.26], [1.36, 4.57, 2.47], [-1.51, -6.24, -1.32], [0.00, -1.72, -5.31], [-2.64, -4.15, -1.50], [0.48, 3.20, -3.94], [-2.54, -5.47, -1.87], [-3.87, 4.34, 0.83], [-1.78, -2.29, 4.79], [-0.22, 2.39, -1.37], [3.09, 0.33, -2.03], [-1.41, -7.28, -1.58], [4.11, 0.28, -4.59], [-2.30, -3.09, 5.31], [-0.71, -2.40, 4.93], [0.94, 4.33, 0.39], [0.37, 2.48, 4.94], [-2.13, -1.31, 5.11], [-4.19, -2.14, 1.98], [2.19, 1.10, 2.58], [4.24, -1.69, 0.03], [3.26, 1.40, -2.15], [-5.97, 3.90, 0.90], [2.62, -2.21, -0.56], [-5.66, 1.47, 0.54], [-4.01, -1.10, 3.44], [-1.60, 3.01, -4.40], [2.38, 0.18, -1.21], [1.58, 4.61, 4.60], [-0.52, 1.25, 3.02], [-1.74, 4.49, 0.73], [4.03, -0.18, -1.83], [0.23, -1.84, -6.36], [-3.25, -5.88, -2.56], [3.58, 0.87, 3.66], [2.48, 3.35, -3.18], [2.39, -0.85, -6.43], [4.63, -2.27, 2.60], [5.36, -0.82, 1.88], [0.20, -6.25, -0.02], [-0.17, -2.70, -4.86], [-4.35, -2.85, 3.60], [1.87, 5.51, 2.32], [2.10, -0.08, 3.92], [-0.87, -1.09, -5.18], [1.87, 2.60, -0.92], [3.40, -3.02, 0.81], [-2.23, 2.30, -2.14], [-4.00, 5.40, 0.98], [0.75, 3.54, -4.93], [-3.39, -3.46, -1.85], [4.91, -0.84, 3.59]], "homo_ev": -15.43, "total_charge": 3, "orbital_gap_ev": 7.77}